No. 1
This record from OMol25 describes 2 unconnected molecules or ions with the total composition C5H9NO at a distorted geometry. The level of theory is wB97M-V/def2-TZVPD.

```
! wB97M-V def2-TZVPD RIJCOSX def2/J DEFGRID3
* xyz 0 1
H 1.1610 2.0092 -1.3865
N 1.3570 -1.9011 -0.9813
C 0.8630 1.4919 -0.4628
H -1.0576 0.8814 -2.4767
H 0.9190 -1.7171 2.4421
H -0.2038 -0.4033 2.7908
H -1.8311 1.1549 -0.9157
C 0.0680 0.2689 -0.7751
H -0.7631 -2.0770 2.5314
H 0.2416 2.1815 0.1162
H -1.7582 -0.5002 -1.6016
C -1.2274 0.4427 -1.4811
C -0.0621 -1.2963 2.1793
O -0.2563 -0.8628 0.9073
C 0.7969 -0.9009 -1.0076
H 1.7667 1.2599 0.1052
*
```

## Properties
* energy relative to the best compared isomer or geometry (same formula, charge and spin): 503.87 kJ/mol
* F_max: 3.78 eV Å⁻¹
* highest occupied orbital energy (alpha / beta): -8.67 / -8.51 eV
* gap between HOMO and LUMO (alpha / beta): 7.623 / 7.286 eV

No. 2
This record from OMol25 describes C5H9NO in the gas phase at a distorted geometry. The level of theory is wB97M-V/def2-TZVPD.

```
! wB97M-V def2-TZVPD RIJCOSX def2/J DEFGRID3
* xyz 0 1
C -0.4394 -0.4846 -0.6745
H 1.3603 -1.5159 1.7745
C -1.5135 0.4439 -0.1036
H 1.3808 -0.0794 -1.9405
C 0.2823 -0.0661 -1.9054
H 0.0258 0.8751 -2.3195
N 0.3446 -0.0631 0.7625
C 1.4316 -0.4544 1.5809
C -0.6464 0.7696 1.1554
O -0.9095 1.3845 2.1292
H -0.7385 -1.5766 -0.6918
H -1.6388 1.3586 -0.7204
H -2.4265 0.0086 0.0415
H 1.0830 0.0536 2.4949
H 0.0579 -0.6531 -2.7324
H 2.3464 -0.0006 1.1492
*
```

## Properties
* energy relative to the best compared isomer or geometry (same formula, charge and spin): 213.91 kJ/mol
* F_max: 4.19 eV Å⁻¹
* highest occupied orbital energy: -9.31 eV
* SMILES: C[C@@H]1CC(=O)N1C
* gap between HOMO and LUMO: 10.208 eV

No. 3
This record from OMol25 describes C5H9NO in the gas phase at a distorted geometry. The level of theory is wB97M-V/def2-TZVPD.

```
! wB97M-V def2-TZVPD RIJCOSX def2/J DEFGRID3
* xyz 0 1
H -1.4850 0.7974 0.2600
H -1.2593 -0.2964 2.2351
C 1.5342 0.1571 -0.7421
H -0.5968 -1.9012 -0.8754
N 0.6670 2.8095 1.3136
H 2.5486 0.4852 -0.4962
H 1.0285 -0.3201 1.2838
H 1.5820 -0.8936 -1.0407
H 1.1828 0.7489 -1.5921
C 0.6255 0.3148 0.4854
H -0.9523 -0.4277 -1.8150
O -1.2707 -0.8722 1.4596
C 0.6734 1.7058 0.9647
C -0.8742 -0.1145 0.3300
H -2.2336 -1.2239 -0.8813
C -1.1703 -0.9691 -0.8894
*
```

## Properties
* energy relative to the best compared isomer or geometry (same formula, charge and spin): 105.58 kJ/mol
* F_max: 1.11 eV Å⁻¹
* highest occupied orbital energy: -10.81 eV
* SMILES: C[C@@H](O)[C@@H](C)C#N
* gap between HOMO and LUMO: 11.593 eV

No. 4
This record from OMol25 describes C5H9NO in the gas phase. The level of theory is wB97M-V/def2-TZVPD.

```
! wB97M-V def2-TZVPD RIJCOSX def2/J DEFGRID3
* xyz 0 1
H -1.1318 0.9831 -0.2543
N -0.7913 -0.4901 1.1369
H 2.9116 1.6478 0.1429
H 1.6871 1.4350 -1.0741
O 1.1294 -0.2390 2.4197
C 0.3959 0.0576 1.4693
H -1.1915 -1.1878 1.7503
H -0.0847 -0.9737 -1.4613
C 2.0646 1.0005 -0.1274
H 2.3965 -0.0369 -0.2975
C -1.4669 -0.0459 -0.0696
C 0.9649 1.2204 0.8421
H -1.6440 -0.5166 -2.1827
H -1.5297 -1.9428 -1.1287
C -1.1659 -0.9213 -1.2835
H -2.5445 0.0096 0.1180
*
```

## Properties
* energy relative to the best compared isomer or geometry (same formula, charge and spin): 362.63 kJ/mol
* F_max: 0.29 eV Å⁻¹
* highest occupied orbital energy: -8.64 eV
* gap between HOMO and LUMO: 8.638 eV

No. 5
This record from OMol25 describes C5H9NO in the gas phase. The level of theory is wB97M-V/def2-TZVPD.

```
! wB97M-V def2-TZVPD RIJCOSX def2/J DEFGRID3
* xyz 0 1
C -0.4508 -0.3153 0.2557
H 2.6478 1.0202 0.1507
H 1.4983 -1.2625 0.0696
H 0.7561 0.9625 -1.9154
H -2.0433 -1.8401 -0.1182
H -2.6571 -0.2484 0.5253
C 1.0478 0.7172 -0.8907
H 0.3789 1.5462 1.0547
H -0.7833 1.8737 -0.2481
H -1.0448 -0.3512 2.2194
C 0.7510 -0.7742 -0.5673
C -1.7994 -0.9065 0.3866
H 0.5483 -1.3996 -1.4406
N -0.8229 -1.0090 1.4755
C -0.0442 1.1553 0.1216
O 2.3454 1.2287 -0.7417
*
```

## Properties
* energy relative to the best compared isomer or geometry (same formula, charge and spin): 254.84 kJ/mol
* F_max: 0.40 eV Å⁻¹
* highest occupied orbital energy: -9.51 eV
* SMILES: O[C@H]1C[C@]2(CN2)C1
* gap between HOMO and LUMO: 10.479 eV

No. 6
This record from OMol25 describes C5H9NO in the gas phase at a distorted geometry. The level of theory is wB97M-V/def2-TZVPD.

```
! wB97M-V def2-TZVPD RIJCOSX def2/J DEFGRID3
* xyz 0 1
C 0.1709 0.1083 -1.0203
H 1.9359 0.4992 1.0851
H 0.5283 -1.8174 -0.0075
H -2.7011 0.1386 0.2438
H -0.4291 0.8365 1.1614
H -2.1131 -0.9693 1.4846
H -2.0038 -1.4229 -0.2084
C -1.9262 -0.5868 0.4829
N 1.8510 -0.4947 0.8937
C -0.5651 0.0578 0.4178
C 0.6615 -0.7532 0.1754
H -0.2730 -0.3579 -1.8906
H 2.6818 -0.8029 0.3958
C 0.5287 1.5035 -1.0184
O 1.2915 2.0472 -0.2111
H 0.3618 2.0141 -1.9842
*
```

## Properties
* energy relative to the best compared isomer or geometry (same formula, charge and spin): 225.08 kJ/mol
* F_max: 3.80 eV Å⁻¹
* highest occupied orbital energy: -8.81 eV
* SMILES: C[C@H]1[C@H](N)[C@@H]1C=O
* gap between HOMO and LUMO: 9.817 eV

No. 7
This record from OMol25 describes C5H9NO in the gas phase. The level of theory is wB97M-V/def2-TZVPD.

```
! wB97M-V def2-TZVPD RIJCOSX def2/J DEFGRID3
* xyz 0 1
C 1.0578 0.4924 -0.1796
H 1.8095 -1.3991 0.5661
C -0.0648 -0.0986 -1.0748
H 0.0469 -1.1699 -1.2890
H -2.7601 0.5064 1.0215
N -0.9988 0.1927 0.0063
C 2.1936 -0.4287 0.2312
H 2.8867 -0.6033 -0.5982
H 1.4365 1.4524 -0.5455
H -0.2780 0.4450 -2.0032
C -0.0543 0.6733 0.8692
O -0.1195 1.0511 2.0157
H -2.5593 -1.1623 0.4354
C -2.3919 -0.1050 0.1938
H 2.7552 0.0120 1.0605
H -2.9596 0.1416 -0.7092
*
```

## Properties
* energy relative to the best compared isomer or geometry (same formula, charge and spin): 87.72 kJ/mol
* F_max: 0.38 eV Å⁻¹
* highest occupied orbital energy: -9.34 eV
* SMILES: C[C@H]1CN(C)C1=O
* gap between HOMO and LUMO: 10.227 eV

No. 8
This record from OMol25 describes 2 unconnected molecules or ions with the total composition C5H9NO. The level of theory is wB97M-V/def2-TZVPD.

```
! wB97M-V def2-TZVPD RIJCOSX def2/J DEFGRID3
* xyz 0 1
H -2.0894 -1.3228 0.5029
H 1.2400 2.2775 -0.1901
H -2.2135 -0.7247 -1.1442
H -1.2162 2.0053 -0.6692
C -1.5011 -1.0898 -0.3941
O 2.9160 -0.0813 0.6247
N 1.8889 -0.6961 0.4101
C 0.7808 0.1617 0.2448
C -0.8268 1.4461 0.1885
H -1.4883 1.6017 1.0479
H 1.4209 -2.4318 -0.6209
H 1.0536 -2.6733 -1.2241
C 0.6864 1.6373 0.5012
H -1.0450 -2.0138 -0.7540
C -0.5261 -0.0184 -0.0540
H 0.9200 1.9225 1.5305
*
```

## Properties
* energy relative to the best compared isomer or geometry (same formula, charge and spin): 510.09 kJ/mol
* F_max: 0.39 eV Å⁻¹
* highest occupied orbital energy: -8.92 eV
* SMILES: CC1=C(N=O)CC1.[H][H]
* gap between HOMO and LUMO: 8.444 eV

Molar mass
In order: 99.13; 99.13; 99.13; 99.13; 99.13; 99.13; 99.13; 99.13
Unit: g/mol
Electronic energy
In order: -8863.9904; -8866.9956; -8868.1184; -8865.4542; -8866.5714; -8866.8798; -8868.3035; -8863.9260
Unit: eV